Entry 1:
# C32H25AlO3P2S2

A molecular structure, C32H25AlO3P2S2 (the ωB97M-V functional and the def2-TZVPD basis, OMol25).

Positions of all 65 atoms, in Å:
Al: -2.090 0.767 0.757
S: -3.243 -0.999 -0.352
P: -1.348 -0.939 -1.114
C: -0.402 0.007 -0.056
P: 0.113 -0.600 1.434
S: -1.500 -0.564 2.727
C: 1.365 0.507 2.140
C: 1.908 1.525 1.368
C: 2.848 2.389 1.918
C: 3.244 2.232 3.236
C: 2.702 1.212 4.013
C: 1.763 0.353 3.469
C: 0.885 -2.233 1.451
C: 0.118 -3.382 1.602
C: 0.716 -4.629 1.496
C: 2.077 -4.730 1.250
C: 2.846 -3.583 1.102
C: 2.252 -2.336 1.198
C: -1.406 -0.113 -2.724
C: -0.570 0.962 -2.994
C: -0.628 1.591 -4.231
C: -1.516 1.142 -5.195
C: -2.353 0.065 -4.926
C: -2.301 -0.559 -3.693
C: -0.778 -2.614 -1.489
C: -1.643 -3.701 -1.429
C: -1.182 -4.971 -1.749
C: 0.143 -5.157 -2.112
C: 1.010 -4.073 -2.163
C: 0.551 -2.803 -1.860
H: 1.579 1.632 0.341
H: 3.262 3.187 1.315
H: 3.976 2.905 3.665
H: 3.011 1.090 5.043
H: 1.329 -0.434 4.076
H: -0.944 -3.295 1.798
H: 0.115 -5.522 1.607
H: 2.541 -5.705 1.172
H: 3.909 -3.661 0.912
H: 2.852 -1.442 1.080
H: 0.111 1.303 -2.224
H: 0.016 2.436 -4.435
H: -1.565 1.636 -6.157
H: -3.053 -0.279 -5.676
H: -2.970 -1.383 -3.475
H: -2.671 -3.552 -1.126
H: -1.860 -5.814 -1.708
H: 0.503 -6.149 -2.355
H: 2.046 -4.219 -2.440
H: 1.225 -1.955 -1.904
O: -1.549 2.209 2.041
C: -1.143 3.490 1.688
C: -0.200 4.145 2.458
C: 0.181 5.427 2.094
C: -0.384 6.034 0.979
C: -1.329 5.355 0.230
C: -1.723 4.063 0.565
C: -2.752 3.368 -0.296
O: -3.391 4.010 -1.094
O: -2.906 2.076 -0.118
H: -1.074 1.836 2.805
H: 0.237 3.654 3.320
H: 0.920 5.950 2.685
H: -0.088 7.036 0.699
H: -1.793 5.802 -0.639

The calculated total energy comes out at -3181.86563 Ha. Its multiplicity is 1. The HOMO-LUMO gap comes out at 8.41 eV. Its charge is 0. For the lowest unoccupied orbital energy, the calculation gives 0.5 eV. The HOMO energy comes out at -7.95 eV.

Atomic partial charges in e from the Mulliken method, atoms 1 to 4: atom 1 (Al): 0.985, atom 2 (S): -0.681, atom 3 (P): 1.120, atom 4 (C): -1.034

---

Entry 2:
# C32H25Cl2N8ORbS2

A molecular structure, C32H25Cl2N8ORbS2 (the ωB97M-V functional and the def2-TZVPD basis, OMol25).

Positions of all 71 atoms, in Å:
Rb: -0.246 -0.070 -0.628
C: 0.539 2.980 -2.030
C: 1.875 2.765 -1.381
C: 3.042 3.282 -1.943
C: 4.257 2.982 -1.360
C: 4.280 2.195 -0.219
C: 3.073 1.743 0.297
N: 1.900 2.016 -0.278
C: 3.045 0.902 1.533
C: 4.015 1.061 2.519
C: 3.988 0.220 3.617
C: 2.987 -0.729 3.715
C: 2.024 -0.791 2.710
N: 2.070 0.000 1.638
C: 0.873 -1.746 2.793
C: 0.453 -2.250 4.018
C: -0.655 -3.083 4.044
C: -1.312 -3.364 2.863
C: -0.835 -2.810 1.677
C: -1.564 -3.000 0.380
N: 0.249 -2.034 1.650
H: 0.514 3.906 -2.601
H: -0.257 2.996 -1.286
H: 0.340 2.154 -2.719
H: 2.986 3.892 -2.835
H: 5.180 3.350 -1.789
H: 5.218 1.925 0.246
H: 4.766 1.834 2.431
H: 4.738 0.305 4.392
H: 2.960 -1.410 4.552
H: 0.953 -1.980 4.936
H: -1.011 -3.489 4.982
H: -2.195 -3.989 2.849
H: -2.226 -3.864 0.409
H: -0.864 -3.111 -0.447
H: -2.179 -2.113 0.197
Cl: -5.455 1.218 -2.558
C: -5.155 1.021 -0.851
C: -6.226 1.205 0.026
C: -6.055 1.059 1.372
Cl: -7.416 1.290 2.441
C: -4.785 0.726 1.898
C: -4.527 0.573 3.278
C: -3.266 0.271 3.701
C: -2.254 0.111 2.738
N: -2.455 0.228 1.449
C: -3.701 0.537 1.003
C: -3.860 0.672 -0.445
O: -2.883 0.485 -1.236
H: -7.197 1.464 -0.372
H: -5.336 0.706 3.983
H: -3.037 0.155 4.752
H: -1.242 -0.123 3.054
N: 3.456 -1.858 -0.559
C: 3.240 -1.463 -1.853
N: 2.067 -1.167 -2.317
C: 2.128 -0.881 -3.668
C: 3.365 -0.940 -4.218
S: 4.524 -1.390 -3.019
C: 0.881 -0.551 -4.372
C: 0.694 -0.620 -5.710
S: -0.920 -0.138 -6.099
C: -1.228 0.121 -4.396
N: -0.203 -0.136 -3.626
N: -2.413 0.574 -3.960
H: 2.689 -1.644 0.066
H: 4.369 -1.687 -0.173
H: 3.663 -0.724 -5.229
H: 1.381 -0.952 -6.470
H: -3.181 0.626 -4.604
H: -2.648 0.558 -2.953

The calculated total energy comes out at -3488.73167 Ha. Its multiplicity is 1. The HOMO-LUMO gap comes out at 6.31 eV. Its charge is 0. For the lowest unoccupied orbital energy, the calculation gives -0.2 eV. The calculation puts the relative energy (zero: lowest compared OMol25 entry of this formula, charge and spin) at 0.00 kcal/mol. The HOMO energy comes out at -6.53 eV.

Atomic partial charges in e from the Mulliken method, atoms 1 to 4: atom 1 (Rb): 0.935, atom 2 (C): -1.513, atom 3 (C): 0.951, atom 4 (C): -0.707